DFT (wB97M-V/def2-TZVPD) results for C4H11NORb as an isolated structure at a distorted geometry.

## Properties
Expectation value of S²: 0.75
Energy relative to the best compared isomer or geometry (same formula, charge and spin), eV: 0.000
HOMO (spin up / spin down), hartree: -0.6789 / -0.6697
Net charge: +2
Orbital gap (spin up / spin down), eV: 11.285 / 4.845
2S+1: 2

The geometry in XYZ format:
```
18
C4H11NORb (wB97M-V/def2-TZVPD)
Rb -24.5095 -10.2834 -34.4071
C -23.7825 -13.4694 -38.5078
C -23.5988 -12.8529 -37.1588
C -22.3590 -11.9470 -37.0983
O -22.2070 -11.2209 -35.9000
C -21.0642 -10.3813 -35.8979
N -24.8161 -12.0621 -36.8391
H -24.5183 -14.2669 -38.4037
H -22.8791 -14.0284 -38.7519
H -24.0910 -12.7690 -39.2838
H -23.3400 -13.7053 -36.5307
H -22.3809 -11.3404 -38.0037
H -21.5864 -12.7141 -37.1513
H -20.9291 -9.9527 -36.8910
H -20.2076 -11.0377 -35.7447
H -21.1449 -9.5529 -35.1941
H -24.6486 -11.1678 -37.2776
H -25.5727 -12.4116 -37.4096
```



DFT (wB97M-V/def2-TZVPD) results for a 3-piece molecular cluster, C18H34N3O2P overall.

## Properties
HOMO, hartree: -0.2846
Orbital gap, eV: 8.462
2S+1: 1

The geometry in XYZ format:
```
58
C18H34N3O2P (wB97M-V/def2-TZVPD)
C 5.7404 0.9286 1.4207
C 4.6734 -0.1539 1.1663
P 3.1131 0.5960 0.5462
C 3.2959 0.6296 -1.2919
C 2.6745 -0.4962 -2.1252
C 1.7889 -0.6338 0.9696
C 0.3830 -0.0236 0.8312
O -0.1608 -0.3710 -0.4183
C -0.9067 0.6401 -1.0675
C -2.1085 1.1466 -0.3019
N -3.2089 0.1829 -0.2785
C -3.1106 -0.7550 0.8403
O 1.7967 -1.8802 0.2806
C 2.3588 -2.9484 1.0133
H 5.2798 1.9162 1.4512
H 6.4885 0.9419 0.6316
H 6.2324 0.7750 2.3782
H 4.4308 -0.6605 2.1011
H 5.0837 -0.9116 0.4957
H 2.8757 1.5822 -1.6132
H 4.3670 0.6692 -1.5031
H 2.7439 -0.2487 -3.1849
H 1.6269 -0.6376 -1.8813
H 3.1748 -1.4465 -1.9462
H 1.9492 -0.8229 2.0377
H -0.2546 -0.4180 1.6297
H 0.4489 1.0587 0.9671
H -1.2764 0.1842 -1.9861
H -0.2611 1.4817 -1.3486
H -2.4617 2.0295 -0.8387
H -1.8479 1.4906 0.7082
H -4.0575 0.7180 -0.1449
H -2.2776 -1.4341 0.6641
H -2.9358 -0.2479 1.7984
H -4.0248 -1.3412 0.8986
H 2.1117 -3.8695 0.4890
H 1.9402 -3.0093 2.0211
H 3.4480 -2.8672 1.0635
N -0.3611 -2.9243 -1.9651
C -1.7175 -3.0323 -1.8690
C -2.2144 -3.2554 -3.1274
C -1.1072 -3.2815 -4.0180
C 0.0213 -3.0738 -3.2670
H 0.2649 -2.7461 -1.1960
H -2.2152 -2.9349 -0.9196
H -3.2538 -3.3801 -3.3812
H -1.1359 -3.4317 -5.0843
H 1.0588 -3.0170 -3.5496
N -4.8343 3.7530 1.6515
C -4.1558 2.8132 2.3788
C -3.0205 3.4013 2.8680
C -3.0151 4.7500 2.4183
C -4.1469 4.9358 1.6710
H -5.7030 3.5986 1.1748
H -4.5359 1.8111 2.4853
H -2.2758 2.9196 3.4794
H -2.2663 5.4968 2.6210
H -4.5195 5.8039 1.1558
```



DFT (wB97M-V/def2-TZVPD) results for a 5-piece molecular cluster, C38H70N5O11S4 overall at a distorted geometry.

## Properties
HOMO, hartree: -0.3898
Net charge: +1
Orbital gap, eV: 8.145
2S+1: 1

The geometry in XYZ format:
```
128
C38H70N5O11S4 (wB97M-V/def2-TZVPD)
C 2.6592 1.1947 3.4842
C 2.6306 0.5492 2.1296
C 3.7829 0.1438 1.4548
C 3.7038 -0.4357 0.1947
C 2.4927 -0.6188 -0.4797
C 2.5264 -1.3056 -1.8313
C 2.2875 -2.8110 -1.6135
C 1.5538 -0.7825 -2.8891
C 1.3632 -0.1935 0.2091
O 0.0891 -0.3075 -0.3697
C -0.3019 0.9168 -0.9255
N -1.4885 0.6679 -1.7136
C -2.6742 0.3606 -1.2371
N -2.8989 0.2290 0.0738
C -4.3062 0.0956 0.5568
C -5.2330 -0.6342 -0.4344
C -4.4937 -1.0091 -1.7200
C -3.6029 -2.2539 -1.5339
C -4.1641 -3.5293 -2.1678
O -3.9554 -3.4839 -3.5703
C -5.6256 -3.8632 -1.7744
N -6.4419 -4.5338 -2.7727
N -3.6634 0.1206 -2.1818
C -4.4123 1.3463 -2.5002
C -5.4557 1.1322 -3.5906
O -6.4591 1.7879 -3.5862
N -5.1127 0.1652 -4.5682
C -6.2922 -0.6081 -4.9874
C -4.3837 0.7919 -5.6870
C 1.4176 0.3576 1.4782
H 1.8161 0.8294 4.0660
H 2.5975 2.2721 3.3471
H 3.5736 0.9275 4.0085
H 4.7426 0.2712 1.9390
H 4.6130 -0.7587 -0.2980
H 3.5312 -1.1424 -2.2204
H 1.4999 -2.9405 -0.8707
H 1.9950 -3.3078 -2.5354
H 3.1778 -3.2836 -1.2017
H 1.7329 -1.3233 -3.8187
H 0.5170 -0.9687 -2.6134
H 1.7253 0.2714 -3.1174
H -0.5071 1.6616 -0.1482
H 0.4689 1.3249 -1.5788
H -1.4129 0.6850 -2.7183
H -2.3909 0.9234 0.6124
H -4.6658 1.0958 0.7909
H -4.2696 -0.4456 1.4974
H -6.0706 0.0264 -0.6576
H -5.6475 -1.5241 0.0270
H -5.2214 -1.2548 -2.4888
H -3.3865 -2.4024 -0.4741
H -2.6421 -2.0928 -2.0247
H -3.5353 -4.3477 -1.8184
H -4.5482 -2.8386 -3.9692
H -5.5901 -4.5152 -0.9024
H -6.1713 -2.9688 -1.4742
H -6.5375 -3.9769 -3.6100
H -6.0260 -5.4169 -3.0372
H -4.8974 1.8281 -1.6502
H -3.6993 2.0651 -2.9155
H -6.6643 -0.3112 -5.9679
H -6.0462 -1.6700 -5.0447
H -7.1174 -0.4849 -4.2913
H -4.5619 0.2454 -6.6076
H -4.7063 1.8228 -5.8445
H -3.3119 0.7614 -5.4921
H 0.4944 0.6678 1.9531
C 1.9909 1.7520 8.7929
C 1.7379 3.1889 8.3134
C 1.0303 3.0995 6.9552
S 0.1235 1.5446 6.9718
O 0.6907 0.6795 5.9638
O -1.2959 1.7993 7.0019
C 0.6821 1.0007 8.5803
H 2.2967 1.7224 9.8370
H 2.7781 1.2862 8.1967
H 1.0964 3.7061 9.0291
H 2.6626 3.7578 8.2319
H 0.3211 3.9066 6.7907
H 1.7366 3.0507 6.1284
H 0.8028 -0.0806 8.5839
H -0.0758 1.2992 9.3041
C 1.9583 -3.7604 5.0438
C 2.7865 -4.6867 5.9480
C 3.3413 -3.8302 7.0945
S 2.1626 -2.4897 7.3206
O 2.8160 -1.2488 6.9869
O 1.4737 -2.6384 8.5786
C 1.0724 -2.9421 5.9784
H 1.3633 -4.3215 4.3248
H 2.6208 -3.0950 4.4856
H 2.1454 -5.4727 6.3504
H 3.5934 -5.1707 5.4005
H 3.4233 -4.3761 8.0306
H 4.2977 -3.3777 6.8417
H 0.6733 -2.0303 5.5375
H 0.2692 -3.5444 6.4018
C 6.0528 4.9782 -0.0631
C 6.1829 3.7170 -0.9285
C 5.0459 2.7684 -0.5273
S 3.7066 3.8175 0.0593
O 3.4809 3.5630 1.4614
O 2.5958 3.7634 -0.8617
C 4.5800 5.3697 -0.1157
H 6.6889 5.7846 -0.4232
H 6.3417 4.7569 0.9663
H 6.0871 3.9852 -1.9819
H 7.1515 3.2375 -0.7998
H 4.6731 2.1726 -1.3565
H 5.3258 2.1171 0.2965
H 4.2660 6.0393 0.6813
H 4.3091 5.7865 -1.0852
C -0.4803 1.3299 -6.8408
C -0.0587 0.6747 -8.1635
C 1.3463 0.0906 -7.9528
S 1.4689 -0.3083 -6.2003
O 2.4625 0.5370 -5.5914
O 1.5016 -1.7338 -6.0096
C -0.1483 0.3190 -5.7496
H -1.5383 1.5896 -6.8292
H 0.0885 2.2487 -6.6851
H -0.7561 -0.1266 -8.4144
H -0.0675 1.3858 -8.9871
H 1.5169 -0.8204 -8.5198
H 2.1283 0.8145 -8.1714
H -0.0871 0.7461 -4.7502
H -0.8392 -0.5252 -5.7583
```



DFT (wB97M-V/def2-TZVPD) results for a 2-piece molecular cluster, C4H11NO overall at a distorted geometry.

## Properties
Energy relative to the best compared isomer or geometry (same formula, charge and spin), eV: 3.564
HOMO, hartree: -0.3270
Orbital gap, eV: 9.772
2S+1: 1

The geometry in XYZ format:
```
17
C4H11NO (wB97M-V/def2-TZVPD)
C -0.9400 0.3375 2.7104
C -0.8659 -0.4201 1.3947
C 0.2025 -0.5087 0.5957
N 0.2741 -1.2222 -0.6481
H 0.0181 0.8840 2.8109
H -1.6670 1.1406 2.7059
H -1.0900 -0.3145 3.6010
H -1.7849 -0.8699 1.0076
H 1.1568 -0.0844 0.8878
H -0.6263 -1.5381 -0.9756
H 0.9855 -0.1744 -1.4205
H 0.9531 -1.9883 -0.6884
C 0.6274 0.9201 -2.3773
O 1.8967 0.3665 -1.9180
H -0.3408 0.8808 -1.8502
H 0.7523 2.0185 -2.4108
H 0.4483 0.5728 -3.4251
```



DFT (wB97M-V/def2-TZVPD) results for C15H37NNbO5P2 as an isolated structure at a distorted geometry.

## Properties
HOMO, hartree: -0.1440
Net charge: -1
Orbital gap, eV: 6.489
2S+1: 1

The geometry in XYZ format:
```
61
C15H37NNbO5P2 (wB97M-V/def2-TZVPD)
C 1.3856 -3.9699 2.9964
C 2.5601 -3.4139 2.1969
C 2.5022 -1.9027 2.0665
O 1.3622 -1.4621 1.3826
C 1.5191 -1.3214 -0.0488
Nb 0.9692 0.7670 -0.7239
C 0.4426 0.2655 -2.8689
C 0.1825 -1.2087 -3.2077
C -1.1584 0.7520 0.0667
C -1.9386 -0.5044 -0.3126
C -3.0846 -0.8494 0.6998
C -4.4129 -0.7683 0.0228
O -4.9625 -1.7016 -0.5451
O -4.9757 0.4909 0.0252
C -6.2483 0.5264 0.6913
C -7.3800 0.6410 -0.3140
C 3.0780 1.1519 -1.5857
N 4.1704 1.0084 -0.6108
C 5.2389 0.1417 -1.0649
P 1.9972 1.5108 1.5635
O 0.9930 1.4768 2.6987
P 0.5251 3.2845 -1.0264
C -0.3611 4.0679 0.3833
O 1.9238 4.2246 -0.9842
H 1.6501 -4.9214 3.4539
H 0.5249 -4.1441 2.3609
H 1.1263 -3.2929 3.8036
H 3.4798 -3.6447 2.7391
H 2.6395 -3.8952 1.2247
H 2.4434 -1.4853 3.0735
H 3.4222 -1.5153 1.6251
H 2.5508 -1.5278 -0.3471
H 0.8920 -2.0937 -0.5021
H 1.2715 0.5945 -3.5004
H -0.4021 0.8911 -3.1532
H 0.9715 -1.8651 -2.8536
H 0.1486 -1.3418 -4.2929
H -0.7793 -1.5556 -2.8437
H -1.7306 1.6109 -0.2907
H -1.1184 0.8514 1.1519
H -2.3929 -0.3794 -1.2935
H -1.3216 -1.3950 -0.3882
H -2.9592 -1.8582 1.0709
H -3.0533 -0.1298 1.5092
H -6.2399 1.3753 1.3663
H -6.3524 -0.3711 1.2948
H -8.1865 1.2665 0.0544
H -7.7424 -0.3317 -0.6228
H -6.9796 1.1262 -1.1992
H 3.1929 0.3811 -2.3523
H 3.1396 2.1005 -2.1262
H 4.5656 1.9090 -0.3935
H 6.0503 0.1571 -0.3408
H 4.8742 -0.8803 -1.1350
H 5.6507 0.4200 -2.0446
H 2.4893 2.8528 1.4513
H 3.1949 0.8411 1.9297
H -1.3890 3.7347 0.4234
H 0.1631 3.8519 1.3093
H -0.3464 5.1445 0.2234
H 2.2250 4.3135 -1.8858
```



DFT (wB97M-V/def2-TZVPD) results for one molecule with the formula C15H13ClN4O4S at a distorted geometry.

## Properties
HOMO, hartree: -0.3227
Orbital gap, eV: 7.605
2S+1: 1

The geometry in XYZ format:
```
38
C15H13ClN4O4S (wB97M-V/def2-TZVPD)
O 3.2065 0.3174 3.2594
N 3.0884 -0.8983 3.0556
O 3.6159 -1.7325 3.7587
C 2.3080 -1.3218 1.9697
C 2.1554 -2.7124 1.7428
N 2.6389 -3.7645 2.3672
O 2.1601 -4.8342 1.7278
N 1.3744 -4.5213 0.7044
C 1.3370 -3.2107 0.6628
C 0.6569 -2.3095 -0.1965
C 0.8562 -0.9771 0.0152
C 1.6560 -0.4413 1.0729
N 1.7820 0.8836 1.1996
C 1.2091 1.8999 0.3554
C -0.2634 2.1847 0.6740
C -0.8041 3.3141 -0.2115
O -2.1304 3.6508 0.0917
H -2.7193 2.9501 -0.2118
H -0.2243 4.2244 -0.0394
H -0.7027 3.0343 -1.2706
H -0.3598 2.4795 1.7199
H -0.8643 1.2842 0.5220
H 1.3138 1.6209 -0.6984
H 1.7888 2.8110 0.5157
H 2.3268 1.1718 2.0172
H 0.3739 -0.2744 -0.6423
S -0.3690 -2.9603 -1.4552
C -1.3786 -1.5178 -1.7861
C -2.2388 -1.0562 -0.7981
C -3.0027 0.0730 -1.0223
C -2.9107 0.7290 -2.2436
C -2.0757 0.2523 -3.2436
C -1.3081 -0.8762 -3.0127
H -0.6503 -1.2544 -3.7793
H -2.0222 0.7630 -4.1918
Cl -3.8495 2.1572 -2.5160
H -3.6733 0.4364 -0.2593
H -2.3009 -1.5749 0.1464
```



Looking at energy for the records above, in order, we have -8500.21285; -37069.43036; -113848.17697; -7860.98963; -48006.87139; -53268.96845 eV.